[1]
Density functional theory data (wB97M-V/def2-TZVPD) for the ion C4H12N2 with charge +2 in a non-equilibrium geometry.

Each line ends with the Mulliken charge.
Cartesian coordinates (Å):
C: 1.207107 0.375110 -0.143386  -0.667
C: -0.203615 0.617062 0.405188  -0.708
C: -1.061471 -0.592832 0.023223  0.389
C: -1.115802 -1.764758 0.623845  -0.942
N: -1.951324 -0.379805 -1.229137  -0.272
N: 2.280001 1.248671 0.503342  -0.306
H: 1.651221 -0.610393 -0.216649  0.473
H: 1.127886 0.709938 -1.180085  0.351
H: -0.275590 0.516597 1.507362  0.395
H: -0.595261 1.594587 0.115633  0.481
H: -1.765884 -2.614430 0.396669  0.278
H: -0.518411 -1.990103 1.525685  0.271
H: -1.404539 -0.587337 -2.063929  0.368
H: -2.509761 0.436644 -0.985580  0.385
H: -2.629879 -1.166021 -1.260788  0.385
H: 2.456304 1.129508 1.517210  0.366
H: 3.132949 0.827486 0.125546  0.383
H: 2.176068 2.250077 0.335850  0.369

Cartesian forces, eV/Å:
-0.258 1.546 -0.469
-0.079 -2.100 1.374
-0.579 0.227 -1.158
0.147 -0.509 1.029
-0.057 -2.554 2.417
0.330 -1.140 0.363
-0.565 -0.418 0.675
0.605 0.126 -0.055
0.501 0.589 -0.410
-0.044 -0.211 -0.093
0.095 0.457 -0.469
-0.199 0.490 -0.548
-0.106 1.509 -0.559
0.163 0.652 -1.462
0.113 0.385 0.267
-0.817 -0.068 -0.201
0.448 1.005 -0.382
0.300 0.016 -0.320

Computed properties:
Relative energy (zero: lowest compared OMol25 entry of this formula, charge and spin) in kcal per mole: 24.1
Molar mass in u: 88.15
DFT total energy in eV: -7304.68951
Charge: +2
HOMO-LUMO gap in eV: 12.060
2S+1: 1
SMILES: C=C([NH3+])CC[NH3+]
HOMO energy in eV: -19.01

---

[2]
Density functional theory data (wB97M-V/def2-TZVPD) for a cluster of 2 separate species, C4H7Cl2FO in total in a non-equilibrium geometry.

Each line ends with the Mulliken charge.
Cartesian coordinates (Å):
C: -0.868297 -0.232845 -1.521595  -1.259
C: -0.741718 0.071144 1.947437  -0.517
C: 1.531848 -0.158367 -0.463327  -0.017
C: 0.246846 0.493918 -0.867026  0.570
O: -0.709486 1.059903 1.020182  -0.500
F: 0.440794 1.726522 -1.322589  -0.220
Cl: 1.282409 -1.805719 0.123473  -0.111
Cl: 2.394993 0.819425 0.759354  -0.095
H: -0.912389 -1.264151 -1.187802  0.355
H: -1.804185 0.272660 -1.288618  0.321
H: -0.728095 -0.200247 -2.604415  0.403
H: -1.341381 0.471679 2.778196  0.275
H: 0.246779 -0.186278 2.357328  0.208
H: -1.244410 -0.843279 1.594869  0.213
H: 2.206297 -0.224368 -1.325468  0.375

Cartesian forces, eV/Å:
0.031 0.145 0.049
-0.140 -0.584 0.747
0.591 0.157 0.443
-1.799 1.267 2.636
1.536 0.034 -3.875
-0.023 -0.567 0.174
0.045 -0.055 -0.086
-0.089 -0.153 -0.396
-0.033 0.041 0.004
0.059 0.056 0.041
0.085 -0.060 -0.067
-0.007 -0.155 0.112
-0.078 -0.111 0.000
0.047 -0.085 0.113
-0.224 0.070 0.105

Computed properties:
Relative energy (zero: lowest compared OMol25 entry of this formula, charge and spin) in kcal per mole: 50.3
Molar mass in u: 161.00
DFT total energy in eV: -34068.27761
HOMO-LUMO gap (spin up / spin down) in eV: 8.589 / 8.551
2S+1: 1
HOMO energy (spin up / spin down) in eV: -9.12 / -9.10

---

[3]
Density functional theory data (wB97M-V/def2-TZVPD) for a structure of composition C6H13B2FRb in a non-equilibrium geometry.

Each line ends with the Mulliken charge.
Cartesian coordinates (Å):
Rb: 2.383160 -7.865850 10.046320  0.818
B: 1.028470 -10.985370 8.559870  0.200
H: 0.204490 -11.680710 8.517630  -0.114
H: 1.939160 -11.494930 8.834150  -0.031
H: 1.153920 -10.399020 7.662830  -0.101
H: 0.866150 -10.290540 9.369260  -0.161
B: -0.572200 -7.608460 10.202450  0.368
H: -0.218720 -8.255930 10.989890  -0.266
H: -0.461190 -8.143610 9.272100  -0.139
H: -1.584820 -7.280950 10.380150  -0.175
H: 0.102220 -6.771550 10.107730  -0.376
F: 4.042580 -5.935480 10.905740  -0.213
C: 4.797370 -4.885570 10.647820  0.362
C: 5.043890 -4.487320 9.312930  -0.319
C: 5.935080 -3.433480 9.031860  -0.528
C: 6.711970 -2.987970 10.024750  -0.244
C: 6.571850 -3.419210 11.349200  -0.536
C: 5.604120 -4.362680 11.668860  -0.269
H: 4.479290 -5.018200 8.560740  0.321
H: 5.985970 -2.969420 8.057980  0.366
H: 7.429600 -2.256330 9.684030  0.325
H: 7.390770 -3.199020 12.017990  0.334
H: 5.515510 -4.795320 12.654450  0.376

Cartesian forces, eV/Å:
-0.264 -0.422 -0.147
-0.915 -2.293 -4.016
-2.951 -2.167 -0.125
3.824 -1.442 2.547
0.070 2.559 -3.034
-0.291 3.906 4.732
-0.327 0.222 1.517
1.358 -2.356 3.409
0.328 -2.407 -4.680
-3.813 0.781 0.324
2.780 3.397 -0.596
-1.109 -0.914 0.309
3.279 2.171 -1.520
-1.124 -0.240 1.098
-2.087 -1.680 -0.733
0.983 1.285 1.136
0.506 -0.691 -0.731
-0.307 -0.180 -0.302
-0.060 0.228 -0.349
0.100 -0.403 -0.211
0.378 0.187 0.726
-0.398 0.336 0.483
0.039 0.123 0.163

Computed properties:
Molar mass in u: 211.26
DFT total energy in eV: -11149.77127
HOMO-LUMO gap (spin up / spin down) in eV: 9.614 / 4.909
<S²>: 0.76
2S+1: 2
HOMO energy (spin up / spin down) in eV: -10.10 / -9.37

---

[4]
Density functional theory data (wB97M-V/def2-TZVPD) for a structure of composition C20H19AuN7O.

Each line ends with the Mulliken charge.
Cartesian coordinates (Å):
Au: 0.411967 0.260886 0.416323  0.804
O: 2.299448 -3.055378 -0.854238  -0.686
C: 1.877691 -1.930814 -0.670885  0.249
N: 0.662599 -1.603925 -0.180514  -0.154
C: -0.322906 -2.631910 0.054949  -1.097
C: -1.737088 -2.140159 -0.181773  0.870
C: -2.793529 -3.044197 -0.120138  -0.831
C: -4.079308 -2.585257 -0.330235  -0.363
C: -4.278596 -1.236051 -0.597195  -0.609
C: -3.171699 -0.411113 -0.641565  -0.380
N: -1.926432 -0.849875 -0.440113  -0.126
C: 2.657086 -0.718930 -1.138550  0.511
C: 3.926613 -0.860721 -1.661804  -0.432
C: 4.597500 0.273934 -2.090343  -0.269
C: 3.979895 1.510202 -1.974565  -0.665
C: 2.706666 1.572637 -1.438452  -0.224
N: 2.056943 0.477573 -1.044964  -0.403
H: -0.238218 -3.050140 1.064313  0.216
H: -0.118263 -3.452145 -0.636798  0.736
H: -2.601048 -4.089654 0.084739  0.425
H: -4.917785 -3.268023 -0.291592  0.433
H: -5.267589 -0.836110 -0.770501  0.420
H: -3.276687 0.647944 -0.849024  0.407
H: 4.351551 -1.852861 -1.717957  0.469
H: 5.592756 0.197418 -2.507036  0.446
H: 4.470641 2.416945 -2.297359  0.385
H: 2.181531 2.512601 -1.331259  0.460
C: -0.815662 -1.012258 4.878345  -0.581
C: -1.818878 -0.679017 3.977447  -0.561
C: -1.498481 -0.325831 2.670598  0.306
C: -0.167100 -0.313187 2.277277  -0.033
C: 0.844861 -0.648171 3.166054  -0.392
C: 0.510975 -0.997460 4.472052  -0.700
H: -1.067786 -1.297725 5.891163  0.432
H: -2.856862 -0.700571 4.284136  0.404
H: -2.281821 -0.072971 1.969348  0.235
H: 1.882760 -0.649285 2.859365  0.383
H: 1.296317 -1.268734 5.165688  0.410
N: -0.370759 2.669472 4.418673  -0.316
C: -0.269437 3.878491 3.856362  0.603
N: -0.343542 4.964440 4.626656  -0.356
N: -0.090965 4.081206 2.551656  -0.702
C: 0.022315 3.052648 1.787047  0.703
N: 0.118563 2.158942 1.056807  -0.329
H: -0.494298 2.560174 5.409943  0.228
H: -0.356653 1.827437 3.859599  0.216
H: -0.518228 4.916528 5.613790  0.201
H: -0.269333 5.864395 4.184667  0.258

Cartesian forces, eV/Å:
0.677 -0.025 0.343
0.002 0.032 0.026
-0.118 0.063 -0.392
-0.070 -0.072 0.356
0.051 -0.041 -0.016
0.033 0.038 -0.005
-0.016 0.003 0.012
0.001 0.002 0.002
0.000 -0.001 0.016
-0.019 -0.065 -0.042
-0.081 -0.034 -0.097
0.106 0.025 0.038
-0.017 0.010 -0.019
-0.002 0.007 0.000
0.000 -0.019 -0.024
-0.069 0.039 -0.092
-0.133 0.003 -0.025
-0.063 0.036 0.016
0.057 -0.014 0.031
0.007 0.002 0.004
0.001 -0.001 0.001
0.002 0.003 -0.002
0.001 0.000 -0.009
-0.001 -0.004 0.003
0.000 -0.003 0.003
-0.004 0.003 0.003
-0.004 -0.003 0.020
-0.015 -0.003 0.006
-0.002 0.005 -0.001
0.040 0.020 0.067
-0.476 -0.015 -0.246
-0.028 0.007 0.043
0.050 0.001 -0.010
-0.004 -0.002 -0.001
0.003 0.003 0.007
0.003 0.009 0.019
0.004 -0.003 -0.002
-0.002 -0.002 0.002
0.004 0.017 -0.001
-0.030 -0.009 0.021
-0.005 0.000 -0.008
0.025 -0.042 -0.004
-0.039 -0.013 0.038
0.131 0.044 -0.074
-0.006 -0.002 -0.003
-0.001 0.002 -0.004
0.005 -0.002 0.001
0.002 -0.002 -0.001

Computed properties:
Relative energy (zero: lowest compared OMol25 entry of this formula, charge and spin) in kcal per mole: 0.8
Molar mass in u: 570.39
DFT total energy in eV: -37213.47744
Charge: +1
HOMO-LUMO gap in eV: 8.648
2S+1: 1
HOMO energy in eV: -11.66